Molecular formula: C42H99N3O26S8
Method: DFT, wB97M-V/def2-TZVPD

Values from the calculation:
Spin multiplicity: 1
Orbital gap: 7.28 eV
HOMO level: -7.70 eV

XYZ file:
```
178
C42H99N3O26S8, DFT wB97M-V/def2-TZVPD
C 4.916 -0.509 0.316
C 3.933 0.663 0.462
N 4.483 1.929 0.053
C 4.723 2.079 -1.349
C 5.586 3.187 -1.778
C 3.835 3.068 0.638
C 4.182 3.246 2.079
H 5.845 -0.385 0.861
H 5.094 -0.693 -0.764
H 4.379 -1.425 0.712
H 3.019 0.373 -0.200
H 3.517 0.826 1.513
H 5.151 1.071 -1.628
H 3.746 2.157 -1.946
H 5.084 4.192 -1.736
H 6.456 3.186 -1.199
H 5.979 3.004 -2.757
H 2.765 2.977 0.517
H 4.131 3.980 0.121
H 4.117 2.377 2.687
H 3.518 3.949 2.518
H 5.249 3.460 2.139
C -1.677 7.248 2.177
C -1.503 6.388 0.906
N -0.259 6.347 0.208
C 0.097 7.660 -0.269
C 1.361 7.731 -1.162
C 0.811 5.632 0.904
C 0.547 4.098 0.999
H -2.760 7.180 2.473
H -1.408 8.239 1.868
H -1.047 6.988 3.059
H -1.828 5.422 1.130
H -2.302 6.756 0.213
H -0.757 7.996 -0.901
H 0.220 8.368 0.556
H 2.325 7.645 -0.670
H 1.381 6.891 -1.891
H 1.347 8.696 -1.685
H 0.964 6.042 1.897
H 1.723 5.811 0.390
H 1.221 3.619 1.786
H 0.739 3.660 0.019
H -0.445 3.813 1.427
O 3.018 5.389 -3.884
S 2.077 4.350 -4.367
O 2.173 2.948 -4.028
O 0.737 4.903 -3.702
C -0.431 4.078 -3.701
C -1.594 4.937 -4.139
C 1.809 4.494 -6.195
H -0.571 3.888 -2.629
H -0.289 3.082 -4.090
H -2.493 4.292 -4.116
H -1.413 5.344 -5.140
H -1.738 5.725 -3.488
H 2.719 4.266 -6.710
H 1.485 5.481 -6.354
H 0.976 3.820 -6.364
O 1.419 -4.038 -7.702
S 1.107 -5.095 -6.792
O 2.157 -5.864 -6.199
O 0.093 -4.412 -5.778
C -0.043 -4.917 -4.434
C -1.237 -4.186 -3.825
C 0.049 -6.338 -7.748
H 0.849 -4.747 -3.835
H -0.248 -5.983 -4.411
H -2.206 -4.183 -4.392
H -0.976 -3.082 -3.632
H -1.387 -4.576 -2.776
H -0.442 -7.028 -7.156
H 0.747 -6.812 -8.383
H -0.623 -5.753 -8.332
O -3.580 1.864 8.783
S -3.774 1.956 7.360
O -3.594 3.195 6.706
O -2.816 0.832 6.697
C -2.192 1.141 5.459
C -0.809 1.893 5.733
C -5.343 1.331 6.903
H -2.855 1.798 4.874
H -2.049 0.157 4.917
H -1.028 2.762 6.370
H -0.430 2.156 4.774
H -0.213 1.274 6.339
H -5.270 0.320 7.225
H -5.600 1.246 5.780
H -6.143 1.835 7.476
O -0.858 -6.809 -1.278
S -1.840 -6.507 -0.298
O -1.999 -5.176 0.190
O -3.252 -6.940 -0.955
C -4.384 -6.000 -0.927
C -5.301 -6.515 -2.060
C -1.893 -7.608 1.048
H -4.053 -5.006 -1.019
H -4.724 -6.117 0.117
H -6.397 -6.864 -1.895
H -4.829 -7.357 -2.653
H -5.394 -5.721 -2.798
H -1.769 -8.628 0.623
H -2.865 -7.424 1.514
H -1.020 -7.464 1.740
O -0.607 1.180 -5.219
S 0.505 0.446 -5.778
O 1.467 1.053 -6.728
O 1.336 -0.088 -4.549
C 2.596 -0.749 -4.720
C 3.206 -0.817 -3.326
C -0.209 -1.083 -6.501
H 3.199 -0.222 -5.487
H 2.352 -1.741 -5.034
H 3.931 -1.636 -3.189
H 2.354 -0.994 -2.621
H 3.633 0.170 -3.095
H -0.878 -0.844 -7.334
H -0.722 -1.599 -5.727
H 0.554 -1.688 -6.924
O 1.999 -7.116 3.514
S 1.541 -6.852 4.829
O 1.520 -7.872 5.791
O 2.579 -5.628 5.368
C 2.587 -5.394 6.759
C 3.962 -5.813 7.345
C -0.024 -6.027 4.721
H 1.740 -5.918 7.205
H 2.505 -4.339 6.792
H 4.216 -5.254 8.250
H 4.673 -5.734 6.556
H 4.135 -6.917 7.555
H -0.697 -6.710 4.208
H 0.038 -5.113 4.159
H -0.360 -5.851 5.722
O 1.988 -0.645 2.479
S 1.667 -2.022 2.671
O 0.569 -2.472 3.441
O 1.511 -2.579 1.142
C 1.524 -3.986 0.673
C 1.374 -4.004 -0.838
C 3.159 -2.825 3.198
H 0.652 -4.473 1.097
H 2.439 -4.435 1.094
H 1.560 -5.011 -1.264
H 2.102 -3.325 -1.352
H 0.365 -3.647 -1.172
H 3.254 -3.885 3.271
H 3.348 -2.323 4.132
H 3.956 -2.369 2.610
O -2.727 3.412 1.821
S -4.025 2.817 1.712
O -4.359 1.690 2.589
O -5.075 3.935 1.937
C -4.841 5.343 2.355
C -4.263 5.367 3.766
C -4.346 2.319 0.053
H -5.781 5.845 2.304
H -4.162 5.778 1.667
H -3.185 5.067 3.770
H -4.836 4.681 4.346
H -4.263 6.360 4.282
H -4.644 3.176 -0.554
H -5.123 1.526 0.076
H -3.411 1.903 -0.304
C -0.330 0.128 0.019
C -0.527 0.206 -1.371
C -1.653 -0.385 -1.932
C -2.503 -1.106 -1.134
C -2.329 -1.187 0.267
C -1.265 -0.497 0.864
N -3.580 -1.894 -1.720
O -3.916 -1.646 -2.819
O -4.163 -2.731 -1.028
H 0.581 0.591 0.432
H 0.153 0.666 -2.140
H -1.845 -0.324 -3.020
H -2.985 -1.741 0.941
H -1.106 -0.697 1.959
```

Molecular formula: C21H25NO3
Method: DFT, wB97M-V/def2-TZVPD

Values from the calculation:
Spin multiplicity: 1
Orbital gap: 8.61 eV
ΔE to the lowest compared entry with this formula, charge and spin: 228.1 kJ/mol
HOMO level: -7.95 eV

XYZ file:
```
50
C21H25NO3, DFT wB97M-V/def2-TZVPD
C -6.095 -1.751 -0.698
H -7.169 -1.771 -0.518
O -5.650 -0.530 -0.164
C -4.320 -0.209 -0.263
C -3.378 -1.053 -0.841
C -2.044 -0.707 -0.920
C -1.597 0.517 -0.429
C -2.539 1.363 0.150
C -3.884 1.031 0.248
O -4.638 1.986 0.861
C -6.035 1.855 1.000
H -6.533 1.771 0.032
H -6.355 2.772 1.494
H -6.303 0.996 1.620
H -2.246 2.315 0.562
C -0.188 0.858 -0.529
C 0.338 2.080 -0.407
C 1.778 2.383 -0.576
O 2.171 3.408 -1.104
N 2.616 1.430 -0.101
H 2.238 0.641 0.398
C 4.056 1.545 -0.172
C 4.640 1.855 1.207
H 4.333 1.110 1.937
H 5.725 1.880 1.160
H 4.283 2.825 1.542
H 4.242 2.403 -0.830
C 4.679 0.305 -0.830
H 5.723 0.537 -1.053
H 4.167 0.133 -1.779
C 4.644 -0.986 0.002
C 3.259 -1.539 0.191
C 2.584 -2.114 -0.881
C 1.310 -2.627 -0.722
C 0.685 -2.572 0.513
C 1.347 -2.006 1.588
C 2.625 -1.498 1.428
H 3.139 -1.072 2.279
H 0.868 -1.962 2.555
H -0.311 -2.970 0.639
H 0.805 -3.078 -1.565
H 3.067 -2.165 -1.847
H 5.246 -1.732 -0.524
H 5.110 -0.812 0.972
H -0.286 2.951 -0.273
H 0.460 0.022 -0.763
H -1.345 -1.389 -1.380
H -3.687 -2.006 -1.239
H -5.908 -1.815 -1.774
H -5.631 -2.606 -0.195
```

- orbital gap of number 2 (C21H25NO3)?
  8.61 eV

- Which formula does entry 1 have?
  C42H99N3O26S8